1.
# C11H18Br2N3O2

A cluster of 2 separate species, C11H18Br2N3O2 in total at a distorted geometry (ωB97M-V with the def2-TZVPD basis set, the OMol25 dataset).

Kohn-Sham gap in eV: 9.538
Relative energy (zero: lowest compared OMol25 entry of this formula, charge and spin) in kJ/mol: 16.1
Total charge: +1
E_LUMO in eV: -3.06

The geometry in XYZ format:
```
36
Properties=species:S:1:pos:R:3:forces:R:3
C -2.563 -0.374 0.194 0.16 0.27 -0.84
C -1.693 0.828 -0.087 0.02 0.01 0.63
N -1.548 1.784 0.726 0.27 -0.08 -0.05
C -0.961 1.013 -1.397 -0.70 -0.12 -0.27
N -0.318 -0.185 -1.960 0.67 -0.08 -0.19
C -0.826 -1.404 -2.127 -0.17 -0.11 -0.03
N 0.082 -2.186 -2.700 0.52 0.35 -0.12
C 1.227 -1.453 -2.920 -0.46 0.85 0.34
C 0.980 -0.188 -2.464 0.40 -0.54 -0.47
C 1.953 0.954 -2.523 -0.21 -0.02 0.72
C 3.279 0.549 -1.869 -0.33 0.26 -0.32
C 3.098 0.104 -0.445 0.15 0.18 0.04
O 3.776 -0.730 0.055 0.37 -0.85 0.36
O 2.091 0.719 0.229 -0.78 0.15 -0.70
H -3.152 -0.615 -0.692 -0.16 -0.08 -0.03
H -3.258 -0.144 0.990 0.05 -0.13 0.30
H -1.945 -1.235 0.437 -0.08 -0.14 0.26
H -2.094 1.603 1.566 -0.19 0.23 0.18
H -1.664 1.401 -2.134 -0.08 -0.10 -0.14
H -0.215 1.777 -1.255 0.21 -0.01 0.14
H -1.810 -1.726 -1.854 -0.13 0.01 0.03
H -0.032 -3.153 -2.958 -0.21 -0.06 0.11
H 2.127 -1.799 -3.384 0.00 -0.44 -0.08
H 1.564 1.785 -1.947 -0.06 0.24 -0.15
H 2.098 1.280 -3.546 0.01 0.02 -0.18
H 3.981 1.377 -1.919 0.10 0.12 0.07
H 3.732 -0.290 -2.383 0.21 -0.06 -0.08
H 1.632 0.053 0.756 0.37 0.10 0.59
Br -1.151 -1.961 3.469 -0.02 0.06 -0.09
C -0.624 -0.179 4.051 0.08 -0.16 0.07
C -1.574 0.398 5.067 -0.07 0.17 -0.09
Br -3.236 0.991 4.246 0.02 -0.06 -0.04
H -0.557 0.432 3.156 0.01 0.07 0.03
H 0.367 -0.298 4.483 -0.01 0.00 0.04
H -1.137 1.286 5.517 0.01 0.00 -0.01
H -1.847 -0.306 5.845 0.04 -0.06 -0.02
```
Positions in Å, forces in eV/Å.

2.
# C38H35ClN2Si2Ti

A structure of composition C38H35ClN2Si2Ti at a distorted geometry (ωB97M-V with the def2-TZVPD basis set, the OMol25 dataset).

Kohn-Sham gap (spin up / spin down) in eV: 6.144 / 6.163
Multiplicity: 2
Relative energy (zero: lowest compared OMol25 entry of this formula, charge and spin) in kJ/mol: 0.0
Total charge: +1
E_LUMO (spin up / spin down) in eV: -3.93 / -3.92

The geometry in XYZ format:
```
79
Properties=species:S:1:pos:R:3:forces:R:3
C -1.925 -1.114 4.492 -0.28 -0.34 -0.52
C -2.452 -0.548 3.284 -0.25 -1.31 -0.05
C -1.950 -1.317 2.186 -0.80 -0.85 0.77
H -3.202 0.237 3.208 0.36 -0.10 0.03
C -1.091 -2.339 2.708 -1.37 -0.27 0.27
C -1.063 -2.203 4.130 -1.06 -0.31 -0.48
H -0.561 -2.883 4.812 -0.04 0.30 -0.13
H -2.204 -0.833 5.507 0.34 0.10 -0.34
H -2.255 -1.227 1.149 0.32 0.10 0.23
H -0.609 -3.120 2.128 0.07 0.36 0.03
Ti -0.198 -0.394 3.188 1.58 0.76 -0.55
Si -0.553 -0.250 -3.748 1.70 0.02 -0.77
C -0.170 1.306 -4.687 -0.31 0.23 -0.27
C 1.077 1.462 -5.315 -0.17 0.58 0.13
H 1.775 0.622 -5.362 -0.17 0.26 0.03
C 1.430 2.704 -5.855 -0.06 -0.21 0.05
H 2.412 2.828 -6.317 -0.33 0.02 0.10
C 0.531 3.774 -5.797 -0.17 -0.18 0.13
H 0.816 4.748 -6.200 -0.10 -0.29 0.09
C -0.739 3.595 -5.234 0.04 0.06 -0.08
H -1.450 4.425 -5.209 0.25 -0.24 -0.06
C -1.098 2.358 -4.694 0.58 0.12 -0.09
H -2.088 2.200 -4.259 0.27 0.18 -0.08
C 0.052 -1.672 -4.800 -0.11 -0.45 0.14
C -0.536 -1.889 -6.060 0.39 -0.35 0.07
H -1.371 -1.259 -6.382 0.31 -0.20 0.00
C -0.055 -2.906 -6.891 -0.05 0.07 0.16
H -0.507 -3.064 -7.872 0.14 0.02 0.28
C 0.997 -3.728 -6.465 -0.10 0.26 0.17
H 1.368 -4.525 -7.109 -0.11 0.23 0.15
C 1.569 -3.528 -5.207 -0.06 0.06 0.12
H 2.386 -4.164 -4.861 -0.24 0.14 -0.17
C 1.093 -2.512 -4.371 -0.16 0.02 -0.53
H 1.536 -2.371 -3.379 -0.10 -0.08 -0.35
H -2.018 -0.329 -3.589 -0.02 0.12 0.40
Si 0.783 -0.166 -1.715 -2.25 -0.24 0.35
C -0.058 -1.741 -1.069 0.19 -0.08 0.45
C -1.442 -1.939 -1.216 0.02 -0.56 -0.11
H -2.093 -1.139 -1.578 0.26 -0.22 0.17
C -2.019 -3.195 -0.982 0.10 0.26 0.08
H -3.090 -3.329 -1.144 0.29 -0.01 0.08
C -1.224 -4.262 -0.568 0.18 0.05 0.03
H -1.668 -5.244 -0.403 0.14 0.26 -0.06
C 0.149 -4.066 -0.373 -0.09 0.02 0.00
H 0.777 -4.897 -0.051 -0.16 0.17 -0.06
C 0.722 -2.815 -0.607 -0.36 -0.09 -0.11
H 1.791 -2.665 -0.445 -0.24 -0.12 -0.08
C -0.081 1.364 -1.022 0.20 0.31 0.21
C -1.205 1.320 -0.186 0.01 0.23 -0.07
H -1.585 0.358 0.165 0.21 0.38 -0.14
C -1.875 2.493 0.173 0.08 0.06 -0.09
H -2.749 2.437 0.825 0.13 0.05 -0.19
C -1.460 3.725 -0.342 0.19 -0.20 0.00
H -2.009 4.634 -0.101 0.12 -0.20 -0.07
C -0.337 3.780 -1.174 0.04 0.00 0.13
H -0.013 4.731 -1.598 -0.08 -0.19 0.17
C 0.372 2.618 -1.478 -0.46 -0.17 0.13
H 1.261 2.670 -2.112 -0.30 0.07 0.09
H 2.150 -0.114 -1.174 0.37 -0.13 -0.70
Cl 1.450 -0.465 1.708 0.38 0.16 -0.10
N -0.517 1.648 3.719 -0.50 0.97 -0.08
C 0.322 1.980 4.866 -0.49 0.88 -0.06
C 0.349 3.255 5.386 0.28 -0.63 0.07
C 1.185 3.513 6.495 0.47 -0.25 0.51
C 1.967 2.515 7.057 -0.19 0.25 -0.11
C 1.942 1.188 6.544 -0.62 0.72 -0.47
C 2.724 0.123 7.032 -0.02 -0.56 -0.23
C 2.644 -1.123 6.433 0.38 0.15 0.52
C 1.769 -1.331 5.369 -0.98 1.52 -0.56
N 0.989 -0.331 4.903 1.04 -0.17 0.85
C 1.075 0.940 5.444 0.72 -1.26 0.22
H -1.500 1.867 3.919 0.40 -0.29 0.18
H -0.340 2.256 2.905 0.40 -0.22 0.28
H -0.267 4.042 4.947 0.25 -0.21 0.13
H 1.217 4.518 6.914 0.01 -0.27 -0.11
H 2.621 2.719 7.907 -0.23 0.09 -0.25
H 3.391 0.304 7.872 -0.08 -0.10 -0.15
H 3.251 -1.962 6.768 -0.09 0.28 0.02
H 1.683 -2.296 4.859 0.03 0.42 0.24
```
Positions in Å, forces in eV/Å.

3.
# C5H9NOS

The molecule C5H9NOS at a distorted geometry (ωB97M-V with the def2-TZVPD basis set, the OMol25 dataset).

Kohn-Sham gap in eV: 9.916
Relative energy (zero: lowest compared OMol25 entry of this formula, charge and spin) in kJ/mol: 103.3
E_LUMO in eV: 0.71

The geometry in XYZ format:
```
17
Properties=species:S:1:pos:R:3:forces:R:3
O 0.052 3.270 -0.239 0.39 -0.12 0.05
C -0.232 2.127 -0.009 -1.32 -0.84 0.63
C -0.500 1.225 1.240 0.21 0.99 0.19
C -0.971 0.128 0.276 -0.60 0.67 -0.84
C -0.248 -1.194 0.274 0.99 -0.52 -1.16
C 1.253 -1.100 -0.180 -1.69 -0.97 0.06
S 1.479 -1.262 -1.954 0.38 0.82 -0.81
N -0.610 1.079 -0.799 0.26 0.17 -0.92
H 0.439 1.045 1.716 0.67 -0.47 0.44
H -1.180 1.606 1.990 -0.29 0.04 -0.01
H -2.071 -0.013 0.328 0.59 0.00 -0.03
H -0.197 -1.520 1.286 -0.21 -0.47 1.03
H -0.745 -2.022 -0.310 0.28 1.05 0.51
H 1.666 -0.147 0.136 0.44 -0.20 0.08
H 1.733 -1.998 0.199 0.44 0.49 0.66
H 0.581 -2.212 -2.161 -0.28 -0.38 0.05
H -0.446 0.988 -1.793 -0.25 -0.28 0.07
```
Positions in Å, forces in eV/Å.

4.
# C55H47Cl2N2O3P2SSeV

A structure of composition C55H47Cl2N2O3P2SSeV at a distorted geometry (ωB97M-V with the def2-TZVPD basis set, the OMol25 dataset).

Kohn-Sham gap (spin up / spin down) in eV: 7.613 / 7.262
Multiplicity: 2
Relative energy (zero: lowest compared OMol25 entry of this formula, charge and spin) in kJ/mol: 18.9
Total charge: +1
E_LUMO (spin up / spin down) in eV: -2.13 / -2.08

The geometry in XYZ format:
```
114
Properties=species:S:1:pos:R:3:forces:R:3
V 0.781 0.071 0.300 -0.84 0.85 0.19
O -1.505 3.572 -1.043 0.10 -0.62 -0.22
S -1.132 2.135 -1.236 0.34 0.23 0.27
C -1.220 1.843 -2.969 -0.20 0.10 -0.41
C -2.419 2.242 -3.527 0.03 0.03 -0.18
C -2.651 2.306 -4.913 0.06 -0.05 0.24
C -1.594 2.038 -5.726 0.04 0.00 -0.16
C -1.495 2.076 -7.231 0.05 0.00 0.02
C 0.015 1.900 -7.530 -0.05 -0.01 0.09
C 0.643 1.669 -6.179 -0.05 0.00 -0.09
C 1.947 1.492 -5.830 0.03 -0.02 0.23
C 2.227 1.306 -4.465 0.13 -0.02 -0.31
C 1.284 1.303 -3.456 0.19 -0.08 0.24
P 2.038 0.778 -1.854 0.08 0.08 0.20
C 3.326 2.046 -1.567 -0.17 0.05 -0.12
C 3.110 3.350 -2.009 -0.01 0.03 -0.09
C 4.043 4.346 -1.766 0.03 -0.06 0.05
C 5.205 4.059 -1.066 -0.07 -0.02 -0.01
C 5.419 2.772 -0.594 -0.02 0.02 -0.03
C 4.484 1.778 -0.840 0.04 -0.04 0.20
C 2.903 -0.718 -2.466 -0.10 0.06 -0.10
C 2.073 -1.756 -2.900 -0.03 -0.05 0.05
C 2.613 -2.924 -3.404 0.08 -0.04 0.01
C 3.995 -3.078 -3.483 -0.06 0.03 0.01
C 4.822 -2.047 -3.073 -0.06 0.07 0.04
C 4.277 -0.865 -2.573 0.21 -0.08 0.01
C -0.078 1.577 -3.789 -0.16 0.15 0.13
C -0.336 1.725 -5.166 -0.03 0.00 -0.30
C -2.538 1.236 -0.606 -0.20 0.15 0.12
C -3.416 0.508 -1.367 -0.18 -0.22 0.09
C -4.680 0.091 -0.879 0.27 0.06 -0.09
C -5.048 0.500 0.365 -0.13 0.01 0.08
C -6.337 0.321 1.135 0.04 0.06 0.04
C -6.100 1.058 2.484 0.07 -0.04 -0.07
C -4.665 1.524 2.421 -0.11 -0.05 -0.01
C -3.881 2.161 3.333 0.26 0.02 -0.11
C -2.522 2.382 2.993 -0.26 0.00 0.26
C -1.973 2.069 1.769 0.19 0.10 0.15
P -0.146 2.052 1.646 0.56 -0.13 0.47
C 0.444 3.724 1.225 -0.13 0.02 0.02
C 1.818 3.948 1.198 0.07 -0.13 -0.04
C 2.317 5.236 1.094 -0.09 0.08 -0.04
C 1.442 6.310 0.988 0.04 -0.08 0.00
C 0.073 6.090 0.987 0.03 -0.08 0.01
C -0.426 4.801 1.116 -0.03 0.17 0.11
C 0.378 2.040 3.428 -0.03 0.08 -0.14
C 0.546 3.238 4.126 0.06 0.11 -0.04
C 0.919 3.242 5.460 0.03 -0.06 0.08
C 1.140 2.045 6.129 -0.02 0.02 -0.07
C 0.979 0.849 5.447 -0.01 0.00 -0.03
C 0.601 0.848 4.112 -0.08 -0.11 0.01
C -2.826 1.522 0.763 0.12 -0.08 -0.21
C -4.120 1.202 1.160 -0.36 -0.06 0.18
H -3.210 2.557 -2.860 0.00 0.02 0.01
H -3.618 2.597 -5.296 -0.04 0.03 0.01
H -1.889 3.011 -7.630 0.00 0.00 0.00
H -2.089 1.270 -7.666 0.01 0.00 -0.01
H 0.441 2.789 -7.996 -0.01 0.02 -0.01
H 0.211 1.067 -8.205 -0.01 -0.02 0.01
H 2.749 1.480 -6.555 0.02 0.00 -0.02
H 3.266 1.135 -4.205 -0.03 -0.02 0.03
H 2.212 3.602 -2.558 -0.04 -0.05 -0.01
H 3.853 5.348 -2.124 0.01 0.04 -0.01
H 5.936 4.835 -0.883 0.03 0.02 0.01
H 6.319 2.537 -0.042 0.02 0.00 0.02
H 4.679 0.782 -0.462 -0.05 0.06 0.03
H 0.993 -1.661 -2.849 0.02 0.07 0.02
H 1.953 -3.714 -3.733 0.00 -0.03 -0.02
H 4.421 -3.989 -3.879 0.00 -0.04 -0.01
H 5.896 -2.145 -3.152 0.03 -0.01 -0.01
H 4.945 -0.060 -2.293 -0.05 -0.09 -0.11
H -3.145 0.235 -2.376 -0.02 -0.01 0.00
H -5.328 -0.500 -1.510 -0.02 -0.01 -0.04
H -6.554 -0.737 1.284 0.01 -0.01 0.02
H -7.181 0.742 0.588 0.01 -0.01 0.00
H -6.266 0.409 3.345 0.00 -0.02 -0.01
H -6.772 1.909 2.599 -0.01 0.01 -0.01
H -4.243 2.447 4.311 0.00 0.01 0.02
H -1.883 2.776 3.772 -0.05 0.00 -0.06
H 2.517 3.119 1.282 -0.06 0.01 0.00
H 3.386 5.397 1.097 0.04 0.01 -0.01
H 1.828 7.317 0.906 0.02 0.03 0.00
H -0.613 6.920 0.895 -0.02 0.04 0.00
H -1.495 4.637 1.127 0.05 0.00 0.03
H 0.390 4.186 3.627 -0.01 -0.03 0.01
H 1.039 4.184 5.977 0.00 0.02 0.01
H 1.434 2.046 7.169 0.01 0.01 0.03
H 1.147 -0.094 5.951 0.01 -0.01 0.03
H 0.472 -0.097 3.607 -0.01 0.02 -0.02
Cl 2.299 -2.271 0.357 0.22 -0.20 0.04
C 3.485 -1.386 1.316 -0.10 0.21 0.09
Cl 2.804 0.239 1.732 0.37 -0.23 0.00
H 4.389 -1.239 0.733 -0.04 -0.03 0.01
H 3.663 -1.907 2.250 0.04 0.01 -0.05
Se -1.998 -3.300 -1.579 0.14 0.22 0.07
C -1.148 -1.805 -1.134 -0.37 -0.62 -0.12
N -0.588 -0.841 -0.788 0.04 -0.15 -0.54
O -2.235 -1.824 2.275 0.36 -0.29 0.05
C -0.957 -2.062 2.083 -0.87 0.47 -0.14
O -0.191 -1.148 1.824 0.57 0.05 0.08
C -0.542 -3.504 2.232 0.06 -0.06 -0.07
N -1.732 -4.339 2.392 -0.06 -0.06 0.02
C -1.494 -5.333 3.467 -0.04 -0.02 -0.11
C -0.014 -5.190 3.824 -0.01 -0.09 0.04
C 0.270 -3.725 3.515 0.02 0.08 0.03
H 0.046 -3.771 1.349 -0.03 0.03 0.03
H -1.998 -4.770 1.516 0.04 0.02 -0.03
H -2.617 -2.733 2.452 0.04 0.14 -0.06
H -1.750 -6.331 3.114 0.02 -0.01 0.05
H -2.132 -5.112 4.324 0.02 0.04 0.01
H 0.595 -5.831 3.184 0.00 -0.01 -0.03
H 0.192 -5.455 4.859 0.02 0.00 0.01
H 1.323 -3.487 3.376 0.01 -0.04 -0.01
H -0.115 -3.088 4.317 -0.02 0.01 0.00
```
Positions in Å, forces in eV/Å.

5.
# C5H9NO

A cluster of 2 separate species, C5H9NO in total at a distorted geometry (ωB97M-V with the def2-TZVPD basis set, the OMol25 dataset).

Kohn-Sham gap in eV: 8.362
Relative energy (zero: lowest compared OMol25 entry of this formula, charge and spin) in kJ/mol: 382.3
E_LUMO in eV: -0.54

The geometry in XYZ format:
```
16
Properties=species:S:1:pos:R:3:forces:R:3
C 1.918 0.800 -0.098 0.21 0.00 0.03
O 0.834 0.234 -0.889 -0.29 -0.14 0.06
C -0.162 -0.349 -0.343 0.08 -0.19 -0.12
C -1.362 -0.559 -1.206 0.09 0.11 0.01
C -0.087 -1.106 0.941 0.06 0.15 0.05
C -0.566 1.861 0.862 -1.33 0.01 0.19
N -1.736 1.885 0.964 1.00 -0.11 -0.13
H 1.979 1.836 -0.433 0.02 -0.19 0.02
H 1.674 0.812 0.962 0.01 -0.09 -0.25
H 2.821 0.240 -0.337 -0.09 0.01 -0.03
H -1.734 -1.587 -1.127 0.15 0.23 0.07
H -1.173 -0.305 -2.250 0.08 0.08 0.19
H -2.123 0.120 -0.801 0.05 -0.07 -0.05
H -0.727 -0.591 1.659 0.03 -0.11 0.00
H 0.928 -1.180 1.333 -0.15 0.10 -0.04
H -0.485 -2.113 0.764 0.07 0.21 0.00
```
Positions in Å, forces in eV/Å.

6.
# C4H4CsO5

A structure of composition C4H4CsO5 at a distorted geometry (ωB97M-V with the def2-TZVPD basis set, the OMol25 dataset).

Kohn-Sham gap (spin up / spin down) in eV: 4.838 / 4.839
Relative energy (zero: lowest compared OMol25 entry of this formula, charge and spin) in kJ/mol: 46.0
Total charge: -1
E_LUMO (spin up / spin down) in eV: 1.81 / 1.81

The geometry in XYZ format:
```
14
Properties=species:S:1:pos:R:3:forces:R:3
O 0.708 -1.648 -0.274 0.16 -0.09 -0.32
C 1.909 -1.143 0.236 -0.40 -0.84 0.51
O 2.692 -1.913 0.782 0.01 0.15 -0.05
O 1.957 0.101 0.061 2.10 -0.51 0.07
C 0.021 -2.680 0.423 0.19 1.29 0.70
H 0.284 -3.658 -0.006 -0.26 0.10 0.01
H 0.312 -2.693 1.483 0.11 0.10 -0.25
C -1.469 -2.414 0.262 -2.18 -2.77 -3.51
H -2.001 -3.260 0.719 -0.08 0.25 0.08
H -1.667 -2.537 -0.817 0.27 -0.47 0.12
O -3.475 -1.276 1.312 -1.10 1.10 -1.49
O -1.396 -0.548 0.942 -1.46 3.87 -0.23
C -2.544 -1.053 0.532 4.30 -2.92 4.51
Cs 0.110 1.566 -0.367 -1.65 0.75 -0.16
```
Positions in Å, forces in eV/Å.

Q: Which of these has the lowest relative energy (zero: lowest compared OMol25 entry of this formula, charge and spin)?
A: C38H35ClN2Si2Ti

Q: Number 3 is which compound?
A: C5H9NOS